Density functional theory data (ωB97M-V/def2-TZVPD) for a gas-phase ion, C3H6O5P (charge +1) at a distorted geometry.

Largest force on an atom in hartree/bohr: 0.0978
Charge: +1
2S+1: 1
Relative energy (zero: lowest compared OMol25 entry of this formula, charge and spin) in kJ/mol: 43.1
Lowest unoccupied orbital energy in hartree: -0.19836

Structure (XYZ):
```
15
Properties=species:S:1:pos:R:3:forces:R:3
C 1.28615 -0.78909 1.85396 1.1 2.0 3.5
C 0.13731 1.25730 0.91714 -1.2 -0.8 -2.1
C 0.58726 -0.11604 0.93359 0.9 -0.3 0.5
O -0.60636 1.56126 -0.06034 1.2 -0.6 0.8
O -2.38908 -0.01151 -0.87529 0.3 1.2 -0.6
O -0.45388 1.10296 -2.43435 -0.2 0.5 0.1
O -0.82046 -1.25699 -2.28870 0.1 0.4 0.2
O 0.22714 -0.74579 -0.16359 -2.9 0.3 -4.1
P -0.87471 0.04181 -1.37381 0.8 -2.1 2.2
H 1.46533 -1.81608 2.15048 -0.3 -0.4 -1.5
H 1.76485 -0.22085 2.71821 -1.0 -0.1 -1.3
H 0.29570 1.96467 1.66960 0.4 1.1 1.2
H -2.93716 0.81773 -0.94212 0.9 -1.0 0.3
H -0.59049 0.98107 -3.40100 0.1 -0.5 0.8
H -0.77438 -2.12943 -1.86579 0.0 0.3 0.0
```
Positions in Å, forces in eV/Å.